This record from the Open Molecules 2025 dataset describes a 2-piece molecular cluster, ClH3S overall. The level of theory is ωB97M-V/def2-TZVPD.

```
! RIJCOSX wB97M-V def2-TZVPD def2/J DEFGRID3
* xyz 0 1
H -0.66233 0.84327 -0.07838
H -0.70846 -1.13460 0.34753
H 1.07055 0.74347 0.18578
S -1.50710 -0.21189 -0.23227
Cl 1.80734 -0.24025 -0.22265
*
```

LUMO ... 0.5275 eV
Gap between HOMO and LUMO ... 10.38 eV
Max |F| ... 0.017 Eh/bohr
Energy relative to the best compared isomer or geometry (same formula, charge and spin) ... 8.6 kcal/mol
SMILES ... Cl.S


This record from the Open Molecules 2025 dataset describes a 3-piece molecular cluster, C3H10NO4 overall at a distorted geometry. The level of theory is ωB97M-V/def2-TZVPD.

```
! RIJCOSX wB97M-V def2-TZVPD def2/J DEFGRID3
* xyz -1 1
O -0.47347 -1.58769 -0.69413
C -0.13447 -0.43549 -0.39283
O -0.87631 0.55171 -0.09361
C 1.25272 -0.11609 0.24790
C 2.02124 1.08570 -0.30761
N 2.16277 -1.28098 0.13460
H 0.96460 0.01536 1.28174
H 1.98522 2.03506 0.20800
H 3.07804 0.80224 -0.16242
H 1.64792 1.30557 -1.33997
H 1.67433 -2.15601 -0.02839
H 2.72186 -1.31335 -0.73994
H -1.60866 0.29286 2.74479
H -0.72337 -0.85176 2.40570
O -1.61932 -0.66772 2.70377
H -2.48971 1.50190 -1.12851
H -1.38144 2.28813 -1.25225
O -2.00673 1.92016 -1.90144
*
```

LUMO ... 3.9259 eV
Gap between HOMO and LUMO ... 8.14 eV
Max |F| ... 0.059 Eh/bohr
Energy relative to the best compared isomer or geometry (same formula, charge and spin) ... 46.3 kcal/mol